[1]
{"formula": "C18H32F6LiO15P", "method": "ωB97M-V/def2-TZVPD", "elements": ["Li", "P", "F", "F", "F", "F", "F", "F", "C", "C", "O", "C", "O", "O", "H", "H", "H", "H", "C", "C", "O", "C", "O", "O", "H", "H", "H", "H", "C", "C", "O", "C", "O", "O", "C", "H", "H", "H", "H", "H", "H", "H", "H", "C", "C", "O", "C", "O", "O", "C", "H", "H", "H", "H", "H", "H", "H", "H", "C", "C", "O", "C", "O", "O", "C", "H", "H", "H", "H", "H", "H", "H", "H"], "coordinates": [[-0.4808, 0.1711, 0.7759], [-6.1803, 3.4654, 2.2967], [-4.7959, 2.6646, 2.3066], [-5.4703, 4.7899, 2.9353], [-5.8045, 4.0634, 0.8443], [-7.6984, 4.1317, 2.3032], [-6.8452, 2.1522, 1.5947], [-6.3987, 2.9501, 3.7944], [4.7458, 4.7331, -5.5299], [5.4957, 3.7174, -4.6164], [4.7798, 3.8396, -3.4330], [3.5073, 4.0251, -3.7682], [2.5753, 3.6139, -3.0852], [3.4705, 4.4637, -4.9923], [4.6834, 4.4801, -6.5883], [4.9797, 5.7674, -5.2778], [6.4819, 4.1139, -4.3748], [5.6138, 2.6828, -4.9385], [4.2018, -4.6550, -4.4560], [4.5391, -3.2888, -4.8747], [4.0104, -2.5188, -3.8621], [3.4197, -3.2331, -2.9780], [2.9193, -2.8451, -1.9224], [3.3837, -4.4433, -3.3397], [5.1233, -5.1948, -4.2380], [3.5658, -5.1457, -5.1927], [4.0532, -3.0800, -5.8278], [5.6089, -3.1523, -5.0329], [-5.4477, -3.3597, 4.9676], [-4.0265, -3.0227, 5.5174], [-3.1443, -4.1331, 5.3366], [-2.0629, -3.9091, 4.6225], [-1.8166, -2.9705, 3.8457], [-1.2111, -4.9927, 4.6406], [-0.0210, -5.1461, 3.8756], [-6.0259, -2.4932, 5.2885], [-5.7998, -4.2688, 5.4551], [-5.4336, -3.3767, 3.8778], [-4.1615, -2.8612, 6.5869], [-3.6452, -2.0854, 5.1122], [0.5920, -4.3421, 4.2830], [-0.1015, -4.8506, 2.8295], [0.4823, -6.1108, 3.8102], [6.5389, 2.3740, 4.1868], [5.0617, 2.0511, 3.9462], [4.4140, 3.2157, 4.5335], [3.0603, 3.2254, 4.4319], [2.2935, 2.6035, 3.7048], [2.6160, 4.0326, 5.4617], [1.2094, 4.1742, 5.8383], [6.8654, 2.4578, 5.2234], [6.6623, 3.3794, 3.7841], [7.1906, 1.6009, 3.7798], [4.8505, 1.1382, 4.5030], [4.7415, 1.9138, 2.9134], [0.6925, 4.8273, 5.1352], [1.0679, 4.8316, 6.6962], [0.8314, 3.1777, 6.0665], [-5.0442, 1.0199, -6.2598], [-4.2662, 0.5589, -4.9453], [-4.4417, -0.8281, -4.7271], [-3.7695, -1.5181, -3.7751], [-3.0422, -1.0030, -2.9220], [-3.7833, -2.8012, -4.1436], [-3.0858, -3.8278, -3.4231], [-6.0768, 0.6721, -6.2910], [-4.4949, 0.6368, -7.1198], [-5.1950, 2.0984, -6.2124], [-4.8333, 1.0661, -4.1648], [-3.2373, 0.9172, -4.9768], [-2.3399, -3.4412, -2.7287], [-2.5002, -4.3101, -4.2059], [-3.6468, -4.5892, -2.8812]], "lowdin_charge": [0.97, 0.13, -0.19, -0.19, -0.18, -0.20, -0.19, -0.17, -0.07, -0.13, 0.06, -0.59, 0.12, 0.06, 0.14, 0.14, 0.13, 0.14, -0.11, -0.15, 0.13, -0.66, 0.11, 0.13, 0.14, 0.14, 0.14, 0.14, -0.04, -0.20, 0.06, -0.53, 0.06, -0.03, -0.06, 0.08, 0.08, 0.08, 0.12, 0.12, 0.09, 0.08, 0.10, -0.07, -0.19, 0.01, -0.52, 0.09, -0.04, -0.02, 0.08, 0.08, 0.08, 0.12, 0.12, 0.09, 0.09, 0.10, -0.05, -0.20, 0.01, -0.54, 0.08, 0.00, -0.03, 0.07, 0.07, 0.07, 0.12, 0.12, 0.08, 0.09, 0.09], "orbital_gap_ha": 0.26723, "lumo_ev": -2.56, "total_energy_ha": -2781.83538, "homo_ev": -9.833}

=====

[2]
{"formula": "C18H32FO8PS2", "method": "ωB97M-V/def2-TZVPD", "elements": ["C", "C", "P", "C", "C", "C", "C", "C", "O", "C", "C", "C", "C", "F", "C", "O", "H", "H", "H", "H", "H", "H", "H", "H", "H", "H", "H", "H", "H", "H", "H", "H", "C", "C", "O", "S", "C", "O", "O", "H", "H", "H", "H", "H", "H", "H", "H", "C", "C", "O", "S", "C", "O", "O", "H", "H", "H", "H", "H", "H", "H", "H"], "coordinates": [[-2.2984, -2.7181, -1.6016], [-2.1174, -2.1890, -0.1568], [-0.3307, -2.3087, 0.4459], [-0.4870, -3.2681, 2.0487], [-0.2822, -4.7929, 1.8417], [0.0889, -0.5181, 0.8108], [0.3061, 0.3762, -0.1451], [0.5948, 1.8261, 0.2533], [1.4023, 2.5016, -0.2941], [-0.2450, 2.3257, 1.4335], [-0.4389, 1.4420, 2.3943], [-1.2723, 1.6840, 3.6442], [-2.3046, 0.5145, 3.7392], [-2.0128, 2.8526, 3.5846], [0.1847, 0.0468, 2.2356], [0.7216, -0.5094, 3.1442], [-2.3871, -3.8194, -1.6070], [-1.5214, -2.3769, -2.3000], [-3.2657, -2.3417, -1.9834], [-2.4224, -1.1230, -0.1415], [-2.7869, -2.6807, 0.5752], [0.2287, -2.9389, 2.8188], [-1.4916, -3.0212, 2.4510], [-0.3884, -5.2601, 2.8378], [-1.0204, -5.2500, 1.1636], [0.7468, -4.9735, 1.4865], [0.2530, 0.0752, -1.1976], [-0.6828, 3.3255, 1.4768], [-0.6212, 1.6252, 4.5328], [-3.1560, 0.7710, 4.3834], [-1.7923, -0.4162, 4.0361], [-2.6980, 0.3216, 2.7199], [-1.6783, 4.1955, -4.7040], [-2.2491, 5.0888, -3.6195], [-3.3790, 4.4898, -2.9613], [-3.1044, 3.3078, -1.9226], [-4.7237, 3.2449, -1.2239], [-2.1828, 3.7684, -0.9281], [-2.8747, 2.0934, -2.6446], [-1.2422, 3.2903, -4.2813], [-0.8965, 4.7174, -5.2570], [-2.4601, 3.8845, -5.3982], [-1.4852, 5.3599, -2.8876], [-2.6101, 6.0143, -4.0670], [-4.9202, 4.1778, -0.7017], [-4.7453, 2.4092, -0.5268], [-5.4437, 3.0825, -2.0225], [3.5709, -1.1535, 1.4181], [4.6485, -0.5516, 0.5384], [5.6111, -1.5316, 0.1116], [5.1787, -2.5671, -1.0268], [6.7867, -3.2186, -1.3525], [4.7284, -1.8369, -2.1728], [4.3809, -3.5997, -0.4396], [2.9512, -1.8555, 0.8578], [2.9182, -0.3788, 1.8174], [4.0163, -1.7045, 2.2480], [4.2146, -0.0447, -0.3266], [5.2014, 0.1967, 1.1054], [7.4106, -2.4305, -1.7661], [6.6708, -4.0267, -2.0723], [7.2035, -3.6034, -0.4247]], "nbo_charge": [-0.61, -0.69, 0.77, -0.70, -0.61, -0.34, -0.25, 0.53, -0.49, -0.24, -0.12, 0.19, -0.64, -0.35, 0.55, -0.53, 0.21, 0.22, 0.21, 0.23, 0.22, 0.25, 0.21, 0.21, 0.21, 0.22, 0.24, 0.26, 0.19, 0.23, 0.23, 0.21, -0.64, -0.08, -0.72, 2.38, -0.89, -0.94, -0.93, 0.23, 0.22, 0.22, 0.20, 0.20, 0.25, 0.25, 0.25, -0.64, -0.08, -0.72, 2.38, -0.89, -0.93, -0.93, 0.23, 0.22, 0.22, 0.20, 0.20, 0.25, 0.25, 0.25], "orbital_gap_ha": 0.28903, "lumo_ev": -0.39, "total_energy_ha": -2544.49098, "homo_ev": -8.255, "smiles": "CCP(CC)C1=CC(=O)C=C([C@H](C)F)C1=O.CCOS(C)(=O)=O.CCOS(C)(=O)=O"}

=====

[3]
{"formula": "C18H32N2NiO8", "method": "ωB97M-V/def2-TZVPD", "elements": ["Ni", "C", "C", "C", "O", "C", "C", "C", "O", "O", "O", "H", "H", "C", "O", "C", "C", "N", "C", "C", "O", "C", "H", "H", "H", "H", "H", "H", "H", "H", "H", "H", "H", "H", "H", "H", "H", "C", "O", "C", "C", "N", "C", "C", "O", "C", "H", "H", "H", "H", "H", "H", "H", "H", "H", "H", "H", "H", "H", "H", "H"], "coordinates": [[8.3757, 21.7554, 24.3793], [4.2372, 18.4825, 22.4209], [5.4716, 19.1050, 23.0013], [6.3604, 18.1831, 23.9190], [7.3624, 18.7021, 24.4197], [6.0262, 16.8082, 24.1260], [4.9553, 16.2680, 23.3806], [4.0164, 17.1399, 22.5533], [2.9645, 16.6551, 21.9287], [4.7787, 14.9867, 23.6354], [5.8755, 20.2567, 22.9682], [3.6366, 19.0104, 21.6949], [6.6253, 16.1856, 24.7739], [11.6055, 21.9001, 25.6321], [11.2077, 21.7394, 24.2908], [12.0630, 21.0275, 23.4302], [11.7012, 21.4129, 21.9901], [10.2698, 21.2577, 21.7195], [9.7803, 22.0012, 20.5617], [10.6492, 21.7201, 19.3028], [11.8435, 22.5140, 19.3939], [12.7701, 22.2055, 18.4118], [10.9448, 22.6239, 26.1094], [12.6254, 22.2668, 25.7474], [11.6160, 21.0043, 26.2530], [12.1527, 19.9483, 23.5542], [13.0655, 21.4359, 23.5578], [12.3163, 20.7694, 21.3610], [12.0013, 22.4535, 21.8667], [10.1851, 20.3021, 21.4038], [9.7548, 23.0558, 20.8363], [8.7373, 21.6999, 20.4638], [10.0180, 21.9943, 18.4575], [10.8541, 20.6544, 19.2011], [13.6837, 22.7949, 18.4887], [12.3711, 22.3994, 17.4162], [12.9864, 21.1380, 18.4525], [9.2469, 25.1184, 24.3861], [8.2490, 24.1443, 24.6959], [7.0596, 24.7900, 25.2582], [6.2260, 23.7912, 26.1146], [7.0921, 22.7926, 26.7846], [6.3176, 21.9368, 27.6900], [7.3359, 21.2786, 28.6858], [8.1554, 22.2725, 29.2134], [8.9768, 21.7602, 30.2750], [8.9711, 25.9875, 23.7888], [9.9911, 24.5753, 23.8035], [9.7966, 25.4748, 25.2573], [6.3406, 25.2349, 24.5702], [7.2577, 25.6603, 25.8838], [5.4324, 23.4333, 25.4587], [5.6861, 24.4047, 26.8359], [7.4272, 23.3506, 27.5570], [5.8079, 21.2211, 27.0448], [5.5635, 22.4313, 28.3022], [8.0538, 20.5967, 28.2301], [6.8261, 20.7173, 29.4688], [9.6862, 22.5470, 30.5315], [9.5980, 20.9277, 29.9446], [8.3709, 21.4491, 31.1261]], "mulliken_spin": [0.99, 0.02, 0.01, -0.01, 0.00, 0.01, 0.01, 0.04, 0.80, 0.14, -0.01, -0.01, 0.00, 0.00, 0.00, 0.00, 0.00, 0.00, 0.00, 0.00, 0.00, 0.00, 0.00, 0.00, 0.00, 0.00, 0.00, 0.00, 0.00, 0.00, 0.00, 0.00, 0.00, 0.00, 0.00, 0.00, 0.00, 0.00, 0.00, 0.00, 0.00, 0.01, 0.00, 0.00, 0.00, 0.00, 0.00, 0.00, 0.00, 0.00, 0.00, 0.00, 0.00, 0.00, 0.00, 0.00, 0.00, 0.00, 0.00, 0.00, 0.00], "orbital_gap_ha": [0.24115, 0.17346], "lumo_ev": [-0.15, -1.94], "total_energy_ha": -2924.44599, "homo_ev": [-6.714, -6.657], "spin_multiplicity": 3}